C17H22N6O3S | ωB97M-V with the def2-TZVPD basis set

Output
HOMO level (eV): -7.9613
LUMO level (Eh): -0.0094
SMILES: CCn1nccc1N[C@@H]1C(C(N)=O)=NNc2c(C)cc(S(=O)(=O)CC)cc21
Spin multiplicity: 1
Net charge: 0
Orbital gap (eV): 7.70
Maximum force (eV Å⁻¹): 4.010

```
49
Properties=species:S:1:pos:R:3:mulliken_charge:R:1
O 4.21 2.49 -0.25 -0.6150
O -4.38 0.13 -2.49 -0.7049
O -2.35 -0.30 -3.77 -0.6885
N 3.16 -3.27 -0.07 -1.1693
N 1.22 3.26 1.40 -0.6553
C 3.41 3.04 0.47 0.1245
C 3.14 -2.77 -1.26 -0.6334
C 2.01 2.55 0.59 0.1130
C 2.64 -1.42 -1.24 -0.5055
C 2.32 -1.13 0.05 0.3340
C -2.79 1.24 -0.27 -0.6763
C -0.69 0.46 -1.15 -0.7950
C -0.76 2.08 0.67 0.4836
C -2.16 2.08 0.63 0.8090
C -0.01 1.27 -0.21 0.2532
C -2.09 0.47 -1.19 -0.5490
N 3.92 4.07 1.22 -0.4151
N -0.10 2.90 1.58 -0.1020
N 1.77 0.05 0.54 0.0229
N 2.64 -2.30 0.74 0.9811
C -3.05 2.87 1.56 -1.9006
C 1.49 1.30 -0.15 0.2838
C 0.93 -2.82 2.48 -0.8578
C -3.79 -3.03 -2.94 -1.1488
C 2.39 -2.48 2.17 -0.7562
C -3.06 -2.11 -1.93 -0.5152
S -3.01 -0.39 -2.48 1.4099
H 3.44 -3.30 -2.14 0.4630
H 2.47 -0.81 -2.09 0.4112
H -3.89 1.18 -0.22 0.3366
H -0.13 -0.13 -1.85 0.5541
H 4.93 4.19 1.26 0.2576
H 3.32 4.48 1.94 0.2296
H -0.70 3.53 2.13 0.2479
H 1.51 0.04 1.52 0.2388
H -4.08 2.52 1.56 0.3779
H -2.72 2.86 2.60 0.4153
H -3.08 3.92 1.21 0.3405
H 1.96 1.36 -1.16 0.5963
H 0.78 -2.96 3.55 0.3559
H 0.29 -2.01 2.08 0.1985
H 0.65 -3.76 1.95 0.2864
H -3.98 -4.00 -2.46 0.3861
H -4.75 -2.60 -3.27 0.3104
H -3.14 -3.25 -3.79 0.3146
H 3.03 -3.32 2.49 0.3663
H 2.66 -1.62 2.72 0.3792
H -2.02 -2.45 -1.81 0.3955
H -3.54 -2.11 -0.96 0.4107
```